Density functional theory data (ωB97M-V with the def2-TZVPD basis set) for a cluster of 6 separate species, C3H18NO7 in total in a non-equilibrium geometry.

Properties
- Charge: -1
- Highest occupied orbital energy: -4.78 eV
- Total energy: -19225.615 eV
- Kohn-Sham gap: 7.87 eV

```
29
C3H18NO7 ωB97M-V with the def2-TZVPD basis set
C 1.383 -0.169 0.774
O 1.136 -1.044 -0.182
C 0.061 0.720 0.995
C -0.022 1.965 -0.046
O -1.104 2.815 -0.002
N -1.102 -0.161 0.713
H 2.297 0.462 0.699
H 1.643 -0.714 1.727
H -0.045 1.075 1.993
H 0.780 2.695 -0.129
H -0.140 1.533 -1.085
H -1.484 2.873 0.922
H -1.319 0.008 -0.150
H -0.679 -1.074 0.666
H 1.016 -1.127 -2.804
H 0.221 -1.254 -1.656
O 0.079 -1.255 -2.608
H -2.528 -0.114 2.177
H -2.437 1.353 2.503
O -2.873 0.549 2.814
H -1.316 0.700 -2.805
H -2.648 1.196 -2.327
O -2.275 0.648 -3.030
H 0.486 -2.480 2.394
H 1.845 -3.063 1.869
O 1.316 -2.851 2.647
H 2.548 -1.119 -1.258
H 3.621 -0.022 -1.203
O 3.387 -0.725 -1.747
```

=====

Density functional theory data (ωB97M-V with the def2-TZVPD basis set) for the molecule C6H6O in a non-equilibrium geometry.

Properties
- Charge: 0
- Highest occupied orbital energy: -8.22 eV
- Total energy: -8360.753 eV
- Kohn-Sham gap: 8.36 eV

```
13
C6H6O ωB97M-V with the def2-TZVPD basis set
C 0.567 -1.187 0.295
C -0.748 -1.421 0.020
C 0.912 0.209 0.282
C 2.058 0.919 0.241
C -1.604 -0.259 -0.215
C -1.007 1.087 -0.300
O -1.864 0.936 0.673
H 1.426 -1.838 0.387
H -1.351 -2.283 0.144
H 1.918 2.044 0.027
H 3.057 0.530 0.088
H -2.605 -0.507 -0.550
H -0.759 1.770 -1.091
```

=====

Density functional theory data (ωB97M-V with the def2-TZVPD basis set) for a structure of composition C23H30BrKN4O3 in a non-equilibrium geometry.

Properties
- Charge: 0
- Highest occupied orbital energy: -7.63 eV
- Total energy: -122808.117 eV
- Kohn-Sham gap: 7.57 eV

```
62
C23H30BrKN4O3 ωB97M-V with the def2-TZVPD basis set
K 0.151 -0.255 -1.548
C 0.439 6.073 -0.891
C 1.285 4.847 -1.109
C 2.671 4.879 -1.129
C 3.405 3.723 -1.324
C 2.690 2.551 -1.493
Br 3.627 0.904 -1.754
N 1.381 2.476 -1.486
C 0.691 3.604 -1.296
H 1.058 6.964 -0.797
H -0.161 5.985 0.015
H -0.252 6.232 -1.720
H 3.191 5.821 -0.989
H 4.485 3.728 -1.344
H -0.390 3.500 -1.294
C -5.614 1.440 -0.477
C -4.952 0.062 -0.626
C -5.160 -0.733 0.672
C -5.628 -0.690 -1.781
C -3.509 0.222 -0.898
C -2.300 0.362 -1.136
H -6.688 1.331 -0.301
H -5.464 2.037 -1.378
H -5.178 1.987 0.362
H -6.227 -0.835 0.890
H -4.681 -0.230 1.515
H -4.725 -1.730 0.587
H -6.704 -0.774 -1.603
H -5.212 -1.694 -1.880
H -5.469 -0.166 -2.724
O 1.042 -5.027 -1.387
C 1.768 -4.084 -1.275
O 1.322 -2.844 -0.970
C 3.269 -4.171 -1.412
N 3.898 -2.838 -1.384
C 4.852 -2.789 -0.253
C 5.199 -4.244 0.034
C 3.883 -4.967 -0.239
H 3.454 -4.679 -2.360
H 2.138 -2.297 -1.034
H 4.364 -2.645 -2.259
H 4.370 -2.329 0.613
H 5.708 -2.167 -0.508
H 5.559 -4.399 1.051
H 5.975 -4.589 -0.654
H 3.229 -4.930 0.635
H 4.009 -6.016 -0.498
N -2.873 1.520 1.856
C -2.142 1.317 2.985
O -2.455 1.735 4.085
C -0.887 0.515 2.785
C -0.299 -0.193 3.820
C 0.796 -1.001 3.538
C 1.255 -1.076 2.228
N 0.723 -0.349 1.248
C -0.309 0.438 1.538
H -3.761 1.980 1.972
H -2.719 0.991 0.999
H -0.721 -0.119 4.815
H 1.263 -1.599 4.309
H 2.059 -1.754 1.959
H -0.732 0.989 0.702
```

=====

Density functional theory data (ωB97M-V with the def2-TZVPD basis set) for the molecule C5H5NO in a non-equilibrium geometry.

Properties
- Charge: 0
- Highest occupied orbital energy: -8.38 eV
- Total energy: -8796.744 eV
- Kohn-Sham gap: 7.63 eV

```
12
C5H5NO ωB97M-V with the def2-TZVPD basis set
C 0.349 0.748 0.270
C -0.730 0.236 -0.329
C -1.523 -0.926 -0.470
C 1.101 -1.414 0.782
C -1.780 0.289 -1.346
N 1.160 -0.093 0.999
O 1.827 -2.066 1.712
H 0.626 1.796 0.241
H -2.725 0.798 -1.198
H -1.431 0.328 -2.369
H 1.769 0.318 1.711
H 1.780 -3.013 1.527
```

=====

Density functional theory data (ωB97M-V with the def2-TZVPD basis set) for a structure of composition C39H46Br3F4N4OP2STl.

Properties
- Charge: -2
- Highest occupied orbital energy: -1.53 eV
- Total energy: -304302.386 eV
- Kohn-Sham gap: 5.34 eV

```
101
C39H46Br3F4N4OP2STl ωB97M-V with the def2-TZVPD basis set
Tl -0.572 -0.505 -0.136
N 1.848 -0.134 -4.693
C 1.131 0.184 -3.528
S -0.378 -0.636 -3.341
N 1.762 1.010 -2.755
N 1.166 1.342 -1.537
C 1.797 2.319 -0.999
C 1.514 3.088 0.208
C 2.379 4.166 0.432
C 2.237 5.051 1.484
C 1.171 4.852 2.367
C 0.300 3.804 2.187
C 0.424 2.867 1.114
O -0.428 1.926 0.985
H 1.244 -0.433 -5.441
H 2.509 0.588 -4.942
H 2.672 2.681 -1.552
H 3.198 4.304 -0.270
H 2.933 5.871 1.618
H 1.026 5.527 3.205
H -0.529 3.648 2.869
Br -0.128 1.060 5.058
C -0.246 0.072 3.389
Br -1.342 -1.500 3.567
H 0.753 -0.241 3.111
H -0.664 0.732 2.631
F -8.568 2.911 -4.288
C -7.513 2.525 -3.558
C -7.458 2.815 -2.212
F -8.458 3.502 -1.641
C -6.362 2.414 -1.465
F -6.372 2.795 -0.180
C -5.307 1.697 -2.010
P -3.785 1.061 -1.123
C -4.329 0.918 0.616
C -3.474 1.316 1.643
C -3.791 1.023 2.964
C -4.954 0.334 3.274
C -5.799 -0.082 2.252
C -5.478 0.195 0.933
C -2.864 2.644 -1.146
C -1.682 2.687 -1.874
C -0.954 3.870 -1.943
C -1.390 4.998 -1.273
C -2.569 4.956 -0.534
C -3.306 3.788 -0.475
C -5.377 1.441 -3.389
Br -3.954 0.588 -4.288
C -6.461 1.845 -4.145
F -6.537 1.600 -5.460
H -2.536 1.813 1.415
H -3.108 1.318 3.752
H -5.187 0.099 4.305
H -6.701 -0.637 2.483
H -6.132 -0.154 0.140
H -1.311 1.788 -2.358
H -0.018 3.881 -2.487
H -0.795 5.904 -1.292
H -2.900 5.831 0.013
H -4.215 3.753 0.114
C 5.155 -2.744 -0.676
C 3.813 -2.006 -0.701
C 4.059 -0.508 -0.451
C 3.235 -2.101 -2.120
P 2.445 -2.549 0.520
N 1.360 -1.484 0.697
C 3.328 -2.931 2.190
C 2.255 -2.994 3.285
C 4.188 -1.707 2.536
C 4.205 -4.182 2.286
C 1.779 -4.227 -0.132
C 2.796 -5.221 -0.701
C 1.007 -4.922 0.997
C 0.726 -3.924 -1.208
H 5.780 -2.352 -1.488
H 5.052 -3.819 -0.835
H 5.702 -2.587 0.254
H 4.563 -0.081 -1.324
H 4.681 -0.321 0.423
H 3.109 0.007 -0.317
H 3.867 -1.527 -2.804
H 2.237 -1.669 -2.172
H 3.198 -3.126 -2.491
H 1.512 -2.222 3.105
H 2.722 -2.833 4.264
H 1.733 -3.947 3.324
H 3.615 -0.786 2.406
H 5.091 -1.643 1.931
H 4.499 -1.778 3.584
H 3.622 -5.100 2.209
H 4.697 -4.196 3.268
H 4.987 -4.212 1.528
H 3.585 -5.474 0.008
H 3.264 -4.855 -1.613
H 2.273 -6.152 -0.957
H 1.660 -5.370 1.744
H 0.406 -5.729 0.563
H 0.330 -4.221 1.491
H 1.130 -3.478 -2.112
H -0.032 -3.244 -0.821
H 0.233 -4.864 -1.485
```

=====

Density functional theory data (ωB97M-V with the def2-TZVPD basis set) for a structure of composition C3H2HgLi2O3 in a non-equilibrium geometry.

Properties
- Charge: +2
- Highest occupied orbital energy: -15.98 eV
- Total energy: -13850.202 eV
- Kohn-Sham gap: 5.96 eV

```
11
C3H2HgLi2O3 ωB97M-V with the def2-TZVPD basis set
C -1.034 0.509 0.215
C 0.063 -0.154 -0.193
O -2.242 -0.045 0.274
H -0.950 1.571 0.486
H 0.134 -1.214 -0.438
Li -3.789 0.668 -0.248
Li -1.995 -1.537 1.276
O 1.080 0.688 -0.888
C 2.302 0.282 -0.707
O 2.390 -0.859 0.012
Hg 4.041 0.092 0.210
```

=====

Density functional theory data (ωB97M-V with the def2-TZVPD basis set) for a cluster of 12 separate species, C43H78Br10NO17S4 in total in a non-equilibrium geometry.

Properties
- Charge: +1
- Highest occupied orbital energy: -11.21 eV
- Total energy: -825900.633 eV
- Kohn-Sham gap: 4.39 eV

```
153
C43H78Br10NO17S4 ωB97M-V with the def2-TZVPD basis set
C -0.691 -0.547 1.388
C -0.362 0.532 0.254
C -1.170 1.821 0.662
C -0.852 3.072 0.003
C 0.656 3.374 0.226
C 1.660 2.269 -0.173
N 1.130 0.863 0.260
O 1.856 -0.285 0.125
C 3.036 2.588 0.564
C 1.962 2.274 -1.740
C -0.707 0.214 -1.210
H -0.072 -1.441 1.313
H -1.735 -0.852 1.315
H -0.792 -0.170 2.406
H -0.989 2.032 1.716
H -2.252 1.710 0.604
H -1.455 3.914 0.344
H -1.063 3.015 -1.064
H 0.784 3.545 1.295
H 0.975 4.329 -0.191
H 3.651 1.688 0.548
H 2.892 2.663 1.641
H 3.641 3.394 0.149
H 1.018 2.168 -2.275
H 2.694 1.496 -1.955
H 2.405 3.239 -1.989
H 0.000 -0.122 -1.968
H -1.276 1.019 -1.674
H -1.463 -0.572 -1.212
Br 10.078 8.051 -3.189
C 11.933 8.614 -3.158
C 11.855 10.191 -3.223
Br 11.589 10.876 -5.066
H 12.422 8.211 -4.045
H 12.450 8.271 -2.262
H 12.679 10.700 -2.723
H 11.060 10.548 -2.568
Br 10.096 -3.503 -1.497
C 9.587 -1.746 -2.347
C 10.293 -1.669 -3.688
Br 9.544 -0.006 -4.594
H 9.788 -0.929 -1.654
H 8.498 -1.704 -2.352
H 10.080 -2.504 -4.355
H 11.374 -1.528 -3.709
Br 6.289 9.630 5.203
C 8.061 8.781 5.470
C 8.191 8.227 6.825
Br 7.218 6.553 6.909
H 8.881 9.498 5.421
H 8.142 8.156 4.581
H 7.865 8.928 7.594
H 9.243 7.984 6.969
Br -2.824 10.669 0.818
C -1.201 10.901 2.014
C -1.659 10.879 3.493
Br -2.381 9.215 4.329
H -0.695 11.841 1.795
H -0.491 10.093 1.842
H -2.437 11.581 3.794
H -0.833 11.171 4.141
Br 6.462 -3.947 4.949
C 5.973 -5.826 4.344
C 6.354 -6.893 5.405
Br 5.743 -8.734 4.762
H 6.319 -6.115 3.352
H 4.889 -5.920 4.275
H 5.854 -6.644 6.340
H 7.424 -6.775 5.575
O -10.187 2.973 -2.423
S -9.993 4.367 -2.810
O -8.809 4.779 -3.604
O -11.291 4.780 -3.689
C -12.550 4.429 -3.160
C -13.492 4.099 -4.285
C -10.167 5.512 -1.331
H -12.858 5.286 -2.561
H -12.467 3.552 -2.517
H -13.432 4.883 -5.039
H -14.520 3.949 -3.954
H -13.151 3.212 -4.820
H -9.281 5.353 -0.715
H -11.168 5.370 -0.925
H -10.223 6.519 -1.743
O 4.583 -4.292 -6.891
S 5.046 -5.250 -7.880
O 6.119 -6.170 -7.601
O 3.719 -6.100 -8.395
C 3.904 -7.139 -9.306
C 4.103 -8.451 -8.557
C 5.486 -4.503 -9.503
H 4.691 -6.997 -10.047
H 2.987 -7.291 -9.874
H 4.815 -8.256 -7.755
H 4.488 -9.246 -9.196
H 3.185 -8.889 -8.165
H 6.244 -3.731 -9.373
H 4.609 -4.045 -9.960
H 5.865 -5.276 -10.173
O -3.494 -7.406 -0.982
S -2.744 -8.673 -1.200
O -1.509 -8.935 -0.485
O -3.842 -9.961 -0.919
C -5.216 -9.799 -1.226
C -5.902 -11.178 -1.395
C -2.468 -9.029 -2.997
H -5.367 -9.288 -2.177
H -5.743 -9.264 -0.437
H -5.798 -11.800 -0.506
H -5.628 -11.618 -2.353
H -6.968 -10.970 -1.493
H -3.418 -9.225 -3.493
H -1.880 -9.947 -3.024
H -1.989 -8.082 -3.246
O -0.632 2.985 9.417
S 0.727 3.311 9.091
O 1.162 3.213 7.696
O 1.085 4.876 9.464
C 0.351 5.482 10.484
C 0.939 6.837 10.908
C 1.899 2.461 10.191
H 0.456 4.829 11.351
H -0.697 5.617 10.219
H 0.973 7.359 9.952
H 1.964 6.658 11.232
H 0.386 7.381 11.673
H 1.481 1.463 10.321
H 1.995 2.965 11.153
H 2.856 2.468 9.671
C -8.676 -2.634 -7.471
C -7.407 -2.716 -6.886
C -6.507 -3.755 -7.367
O -5.369 -3.898 -7.009
C -6.973 -4.476 -8.562
C -8.196 -4.354 -9.099
C -9.163 -3.341 -8.637
O -10.291 -3.213 -9.098
H -9.354 -1.920 -7.028
H -7.344 -2.190 -5.945
H -6.218 -5.151 -8.939
H -8.378 -4.832 -10.050
C -4.646 -4.689 7.556
C -3.499 -4.602 8.220
C -2.298 -5.372 7.964
O -1.338 -5.460 8.744
C -2.394 -6.226 6.737
C -3.547 -6.346 6.087
C -4.807 -5.599 6.395
O -5.876 -5.738 5.780
H -5.494 -4.082 7.835
H -3.451 -3.980 9.101
H -1.506 -6.812 6.553
H -3.691 -7.122 5.350
```

=====

Density functional theory data (ωB97M-V with the def2-TZVPD basis set) for a structure of composition C27H43BrIrN2O2P2 in a non-equilibrium geometry.

Properties
- Charge: +4
- Highest occupied orbital energy (spin up / spin down): -16.15 / -19.08 eV
- Spin multiplicity: 6
- Total energy: -127183.256 eV
- ⟨S²⟩: 8.795
- Kohn-Sham gap (spin up / spin down): 5.38 / 5.59 eV

```
78
C27H43BrIrN2O2P2 ωB97M-V with the def2-TZVPD basis set
C -0.241 4.937 -5.481
C -0.526 3.705 -6.123
C -0.766 3.712 -7.516
C -0.760 4.941 -8.183
N -0.511 6.087 -7.554
C -0.259 6.105 -6.252
C -0.664 2.513 -5.333
C -0.527 2.171 -4.063
C -0.758 2.389 -2.661
C 0.268 2.509 -1.696
C -0.042 2.206 -0.392
C -1.268 1.567 -0.128
C -2.335 1.573 -1.007
C -2.069 2.039 -2.285
Ir -1.329 0.743 -5.062
P 2.055 -0.908 -1.594
H -0.931 2.786 -8.069
H 0.012 4.982 -4.424
H -0.944 4.988 -9.258
H -0.045 7.074 -5.794
H -2.857 1.995 -3.032
H 1.287 2.774 -1.983
H -3.288 1.185 -0.707
H 0.589 2.425 0.468
C 2.659 -2.595 -1.433
C 3.777 -2.949 -2.421
H 1.797 -3.269 -1.559
H 2.990 -2.709 -0.392
H 4.295 -3.851 -2.072
H 3.370 -3.167 -3.418
H 4.532 -2.155 -2.520
C 1.925 -0.477 -3.363
C 2.987 0.520 -3.852
H 0.911 -0.084 -3.559
H 2.008 -1.403 -3.953
H 3.089 0.437 -4.946
H 2.691 1.557 -3.633
H 3.984 0.336 -3.417
C 3.040 0.293 -0.689
C 4.434 -0.202 -0.302
H 2.472 0.593 0.201
H 3.121 1.191 -1.320
H 4.947 0.587 0.260
H 4.404 -1.096 0.335
H 5.057 -0.423 -1.179
Br 0.050 -0.840 -0.453
P -1.619 -1.120 -4.028
C -0.508 -2.541 -3.758
C -1.091 -3.955 -3.685
H -0.041 -2.318 -2.781
H 0.290 -2.503 -4.511
H -0.280 -4.675 -3.878
H -1.496 -4.195 -2.685
H -1.875 -4.133 -4.437
C -2.648 -1.350 -2.536
C -3.804 -2.343 -2.565
H -3.008 -0.366 -2.220
H -1.940 -1.637 -1.746
H -4.272 -2.329 -1.564
H -4.567 -2.069 -3.306
H -3.491 -3.378 -2.749
C -2.717 -0.966 -5.448
C -2.755 -2.261 -6.285
H -2.440 -0.092 -6.151
H -3.695 -0.772 -5.003
H -3.166 -2.023 -7.273
H -1.773 -2.731 -6.415
H -3.443 -2.974 -5.814
N -2.021 1.510 3.763
C -3.196 0.979 2.954
C -2.687 0.627 1.587
O -1.590 1.398 1.270
O -3.094 -0.290 0.906
H -1.765 0.833 4.490
H -2.299 2.355 4.267
H -1.209 1.707 3.154
H -3.617 0.121 3.478
H -3.966 1.768 2.923
```

=====

The highest charge belongs to which entry?
C27H43BrIrN2O2P2